Record 1
18
Properties=species:S:1:pos:R:3 method="wB97M-V/def2-TZVPD" smiles=C[C@@H](N)[C@@](N)(F)[NH+]([O-])[O-] fmax_ha_per_bohr=0.0938 lumo_energy_ev=3.75 gap_ev=7.1 de_lowest_kcal_mol=5.8 homo_energy_ev=-3.387 molar_mass_g_mol=138.12 total_charge=-1
F -2.0924 0.5102 0.2188
O -0.6823 1.7614 2.2814
O -0.4623 -0.5109 2.4657
N -0.2764 0.6083 1.8227
N -0.1346 1.6771 -0.4092
N 1.1933 -1.3891 0.1290
C -0.0892 -0.8588 -0.3022
C -0.1596 -0.8234 -1.8249
C -0.4740 0.5068 0.3024
H -1.1251 -0.4327 -2.1728
H 1.9571 -0.7543 -0.1170
H -0.0050 -1.8381 -2.2178
H 0.8060 0.6550 1.3600
H 0.8103 1.6297 -0.8095
H 0.6248 -0.1725 -2.2408
H -0.8549 -1.5345 0.1031
H -0.2029 2.4442 0.2649
H 1.1672 -1.4784 1.1461

Record 2
26
Properties=species:S:1:pos:R:3 method="wB97M-V/def2-TZVPD" fmax_ha_per_bohr=0.0310 lumo_energy_ev=-3.19 gap_ev=9.2 de_lowest_kcal_mol=1.3 homo_energy_ev=-12.414 molar_mass_g_mol=234.66 total_charge=+1
Rb 2.5325 -2.3799 -1.3552
O -0.1764 0.9768 2.1288
O -0.0650 -1.5883 -2.4950
N -2.2077 -1.1518 -3.1940
N 1.6284 -0.5751 0.7825
N -1.7068 -3.1324 -2.1423
C 1.6777 0.9033 0.6602
C -0.9193 1.6765 3.0985
C 0.9493 1.2841 -0.6183
C 1.0899 1.5811 1.8667
C -1.2523 -1.9337 -2.6180
H 0.9592 2.6646 1.8288
H -0.1134 1.0326 -0.5917
H 1.7155 1.3519 2.7441
H 1.0073 2.3329 -0.9216
H -2.4980 -3.5304 -2.6322
H -3.1617 -1.4407 -3.1131
H 2.2140 -0.8160 1.5863
H -1.0812 -3.8726 -1.8817
H -0.3352 1.8612 4.0088
H 1.3634 0.7824 -1.5001
H 0.6898 -0.7515 1.1493
H -1.9841 -0.1920 -3.3827
H -1.2733 2.6251 2.6867
H 2.7042 1.2287 0.4807
H -1.7569 1.0632 3.4246

Record 3
58
Properties=species:S:1:pos:R:3 method="wB97M-V/def2-TZVPD" fmax_ha_per_bohr=0.3549 lumo_energy_ev=-0.12 gap_ev=6.5 de_lowest_kcal_mol=49.2 homo_energy_ev=-6.606 molar_mass_g_mol=466.08 total_charge=0
Cl -9.5356 -2.6638 0.3491
S 2.6819 2.0155 0.3410
S -3.6732 3.4912 -0.4621
O 6.6875 0.3361 1.1668
N 4.8243 -1.3287 -0.1967
N -1.8352 1.8530 0.7117
N 0.4465 0.9882 -0.6242
N -3.9773 0.9108 0.4704
N 2.3998 -0.4400 -0.1113
C -8.4794 -1.3188 0.4704
C -6.1049 -0.9453 0.6254
C 1.8587 0.6951 -0.1707
C 3.1052 -2.1082 -1.6445
C -7.1676 -1.7807 0.6928
C -0.7021 -0.0979 0.0242
C 0.0804 2.2105 -0.9835
C 6.1720 0.5337 -0.0055
C -5.2006 2.9190 -0.3659
C -7.6940 0.9351 -0.2258
C 4.3542 -2.4096 -1.0693
C -6.3094 0.5245 0.1231
C -3.0442 2.0126 0.4143
C 5.7765 -0.3491 -0.7800
C -5.2243 1.3666 0.0589
C -8.5186 -0.1983 -0.1000
C -1.2817 0.6718 1.0992
C 1.9826 -1.8141 -1.1279
C 5.8847 -0.4403 1.9809
C 5.5971 -1.8833 1.0815
C -0.9036 2.8334 0.4008
H 5.2197 -0.0485 -1.8110
H -6.0709 3.2874 -0.5324
H -0.7794 1.9639 -1.5881
H 6.3506 -2.3081 0.9877
H 4.0328 -3.1264 -0.2381
H 6.5963 -0.8629 2.7821
H 6.8966 1.2142 -0.3374
H 1.6767 -2.6991 -0.3859
H -1.3405 -0.2444 -0.7990
H -0.2760 -1.0177 0.2403
H -9.4609 -0.0109 -0.5535
H 5.0001 -0.0637 2.3914
H -7.7619 1.8849 -0.8079
H -5.1657 -0.9930 0.8584
H 6.5941 -0.9893 -1.0390
H 0.0026 2.9395 1.0904
H 3.4724 -0.9396 -2.6468
H 4.8355 -2.4950 1.5567
H 3.0225 -2.7663 -2.5082
H 0.8312 2.7126 -1.1065
H -0.5118 0.7625 2.1600
H -2.1443 -0.1225 1.4173
H 3.2797 -0.5789 0.1854
H 5.1085 -2.7817 -1.4216
H -6.7248 -2.7937 1.0325
H 1.0787 -1.4596 -1.5916
H 5.2135 1.2325 0.4616
H -1.1750 3.7845 0.0604